--- P ---
Formula: C5H7N2
Source: the OMol25 dataset
Level of theory: ωB97M-V/def2-TZVPD

Structure (XYZ):
```
14
Properties=species:S:1:pos:R:3
N 1.354 -1.342 0.189
N 1.969 0.892 -0.209
C -0.263 1.438 0.574
C 0.283 -0.813 -0.143
C 2.142 -0.293 0.060
C 0.444 0.700 -0.495
C -1.039 -1.555 -0.246
H -1.231 1.811 0.351
H 0.250 0.846 -1.528
H -1.157 -2.342 0.471
H 0.294 2.418 0.939
H -0.230 0.898 1.559
H -1.893 -0.851 -0.191
H -0.921 -1.806 -1.331
```

The LUMO energy comes out at -7.64 eV. For the HOMO energy, the calculation gives -16.504 eV. As for the charge: +1.

=====

--- Q ---
Formula: C5H7N2
Source: the OMol25 dataset
Level of theory: ωB97M-V/def2-TZVPD

Structure (XYZ):
```
14
Properties=species:S:1:pos:R:3
N -1.304 -1.033 0.121
N -3.022 0.518 -0.114
C -2.569 -0.806 0.011
C 0.578 0.868 0.017
C -0.728 0.668 0.146
C -1.984 1.269 -0.004
C 1.653 -0.163 -0.062
H 1.961 -0.207 -1.149
H 2.594 0.260 0.549
H -0.748 -1.807 0.417
H -2.112 2.419 -0.110
H 1.206 -1.131 0.060
H 0.794 2.018 -0.124
H -3.369 -1.669 0.249
```

Its SMILES is C/C=C1/C=NC=[NH+]1. The LUMO energy comes out at -5.86 eV. For the HOMO energy, the calculation gives -15.417 eV. As for the charge: +1.

=====

--- R ---
Formula: C5H7N2
Source: the OMol25 dataset
Level of theory: ωB97M-V/def2-TZVPD

Structure (XYZ):
```
14
Properties=species:S:1:pos:R:3
N -2.273 -1.402 -0.168
N -0.428 0.120 0.048
C -0.113 1.516 0.168
C 0.387 -0.842 0.228
C 3.423 -0.645 -0.211
C 2.304 -0.657 0.172
C -1.864 -0.227 -0.075
H -0.904 2.150 -0.351
H 4.328 -0.949 -0.602
H -2.396 0.839 -0.222
H -0.233 1.968 1.194
H 0.067 -1.888 0.245
H -3.232 -1.722 -0.336
H 0.934 1.740 -0.091
```

The LUMO energy comes out at -5.81 eV. For the HOMO energy, the calculation gives -15.181 eV. As for the charge: +1.

=====

--- S ---
Formula: C5H7N2
Source: the OMol25 dataset
Level of theory: ωB97M-V/def2-TZVPD

Structure (XYZ):
```
14
Properties=species:S:1:pos:R:3
N 0.534 0.564 -1.065
N -1.491 -0.522 0.875
C -2.586 -0.122 0.345
C -1.401 0.756 0.264
C -0.566 0.876 -0.707
C -0.585 -1.513 1.476
C 1.816 0.820 -1.610
H -1.163 1.653 0.891
H 0.095 -0.816 2.057
H -0.004 -1.890 0.640
H 2.404 1.383 -0.899
H -1.122 -2.430 2.012
H 1.874 1.456 -2.461
H 2.194 -0.214 -1.820
```

The LUMO energy (spin up / spin down) comes out at -5.52 / -5.52 eV. For the HOMO energy (spin up / spin down), the calculation gives -14.126 / -14.127 eV. As for the charge: +1.

=====

Stability, lowest: S

=====

--- P ---
Formula: C5H7N2
Source: the OMol25 dataset
Level of theory: ωB97M-V/def2-TZVPD

Structure (XYZ):
```
14
Properties=species:S:1:pos:R:3
N 0.133 0.488 2.031
N -0.328 0.935 0.863
C 0.973 -2.315 -0.404
C 0.579 -1.175 0.432
C -0.738 2.305 0.810
C 0.607 -0.640 1.680
C -0.051 -0.027 -0.081
H -0.057 2.829 1.308
H 0.536 -3.225 0.070
H 2.014 -2.329 -0.466
H -0.824 2.708 -0.132
H -0.254 0.307 -1.145
H -1.671 2.408 1.117
H 0.405 -2.427 -1.241
```

The LUMO energy comes out at -7.99 eV. For the HOMO energy, the calculation gives -15.409 eV. As for the charge: +1.

=====

--- Q ---
Formula: C5H7N2
Source: the OMol25 dataset
Level of theory: ωB97M-V/def2-TZVPD

Structure (XYZ):
```
14
Properties=species:S:1:pos:R:3
N 1.421 -1.126 0.010
N 1.315 1.215 0.001
C -0.767 -0.264 0.571
C 0.129 1.082 0.247
C -1.977 -0.361 -0.361
C 0.290 -1.138 0.338
C 2.213 -0.017 -0.310
H -2.359 0.585 -0.360
H -2.828 -0.994 0.009
H 2.689 0.036 -1.418
H 3.108 -0.027 0.312
H -0.319 1.987 0.586
H -1.197 -0.355 1.684
H -1.717 -0.623 -1.310
```

Its SMILES is C[C@H]1C#[N+]CN=C1. The LUMO energy (spin up / spin down) comes out at -5.98 / -5.98 eV. For the HOMO energy (spin up / spin down), the calculation gives -15.760 / -15.760 eV. As for the charge: +1.

=====

--- R ---
Formula: C5H7N2
Source: the OMol25 dataset
Level of theory: ωB97M-V/def2-TZVPD

Structure (XYZ):
```
14
Properties=species:S:1:pos:R:3
N -1.186 -1.695 -0.009
N -1.424 -0.466 0.515
C -0.027 -1.362 -0.311
C 1.048 -0.542 0.151
C -2.499 0.144 -0.128
C 2.481 -0.826 0.072
C 0.170 0.407 0.446
H -2.861 0.818 0.589
H -3.205 -0.715 -0.375
H 3.051 0.089 -0.272
H 2.605 -1.623 -0.629
H 2.792 -1.136 1.032
H 0.252 1.384 0.973
H -2.460 0.819 -1.055
```

The LUMO energy (spin up / spin down) comes out at -6.10 / -6.10 eV. For the HOMO energy (spin up / spin down), the calculation gives -15.317 / -15.316 eV. As for the charge: +1.

=====

--- S ---
Formula: C5H7N2
Source: the OMol25 dataset
Level of theory: ωB97M-V/def2-TZVPD

Structure (XYZ):
```
14
Properties=species:S:1:pos:R:3
N -1.454 0.881 -0.350
N 0.895 -0.142 -0.275
C 1.937 -0.861 -0.188
C -1.295 -1.590 0.247
C 0.768 1.123 0.252
C -0.444 1.741 0.025
C -1.361 -0.369 -0.099
H 2.657 -0.491 0.471
H -2.192 1.250 -0.931
H -0.483 2.790 0.343
H -0.631 -2.408 -0.080
H -2.077 -1.888 0.923
H 1.681 1.623 0.586
H 2.000 -1.660 -0.923
```

Its SMILES is C=C=[NH+]/C=C\N=C. The LUMO energy comes out at -4.54 eV. For the HOMO energy, the calculation gives -13.888 eV. As for the charge: +1.

=====

Stability, lowest: R

=====

--- P ---
Formula: C4H8O
Source: the OMol25 dataset
Level of theory: ωB97M-V/def2-TZVPD

Structure (XYZ):
```
13
Properties=species:S:1:pos:R:3
O 0.327 -1.090 -0.900
C -0.634 -0.209 -0.381
C -0.854 -0.403 1.381
C 1.320 -0.036 -1.048
C 0.290 0.997 -0.553
H 1.678 0.004 -2.091
H -1.664 0.231 1.800
H -1.141 -1.441 1.432
H 2.183 -0.221 -0.392
H -1.650 -0.313 -0.750
H 0.082 1.928 -1.107
H -0.004 -0.286 2.114
H 0.095 0.837 0.558
```

Its SMILES is C[C@H]1CCO1. The LUMO energy comes out at 1.17 eV. For the HOMO energy, the calculation gives -9.046 eV. As for the charge: 0.

=====

--- Q ---
Formula: C4H8O
Source: the OMol25 dataset
Level of theory: ωB97M-V/def2-TZVPD

Structure (XYZ):
```
13
Properties=species:S:1:pos:R:3
O -0.864 0.404 -1.496
C 1.462 -0.413 -0.559
C 0.291 0.424 -0.839
C 1.240 1.063 -0.239
C -1.244 -0.597 1.180
H 1.482 -1.175 0.233
H -2.210 -0.100 1.079
H -1.099 -1.016 2.171
H 1.690 2.008 -0.022
H -1.172 -1.387 0.426
H -0.462 0.146 1.041
H 2.059 -0.678 -1.433
H -1.174 1.319 -1.543
```

Its SMILES is OC1=CC1.C. The LUMO energy comes out at 0.71 eV. For the HOMO energy, the calculation gives -8.732 eV. As for the charge: 0.

=====

Stability, lowest: P

=====

--- P ---
Formula: C4H8O
Source: the OMol25 dataset
Level of theory: ωB97M-V/def2-TZVPD

Structure (XYZ):
```
13
Properties=species:S:1:pos:R:3
O -2.113 -0.558 -0.240
C 1.682 -0.683 0.050
C 0.341 -0.180 -0.446
C -1.036 -0.132 0.455
C -0.244 1.034 -0.007
H 0.023 1.695 0.777
H 2.422 -0.314 -0.675
H 0.076 -0.514 -1.489
H 1.796 -0.236 1.095
H -1.178 -0.106 1.542
H -2.828 0.091 -0.394
H -0.644 1.736 -0.780
H 1.703 -1.833 0.112
```

Its SMILES is C[C@@H]1C[C@H]1O. The LUMO energy comes out at 1.05 eV. For the HOMO energy, the calculation gives -9.072 eV. As for the charge: 0.

=====

--- Q ---
Formula: C4H8O
Source: the OMol25 dataset
Level of theory: ωB97M-V/def2-TZVPD

Structure (XYZ):
```
13
Properties=species:S:1:pos:R:3
O -0.108 1.352 0.628
C -1.460 0.317 -1.098
C 0.436 0.111 0.793
C 1.780 -0.357 0.352
C -0.815 -0.206 0.127
H 2.559 0.089 0.972
H 0.232 -0.181 1.835
H -2.327 0.886 -0.730
H 1.778 -1.443 0.515
H -1.400 -0.986 0.649
H 1.964 -0.151 -0.702
H -1.846 -0.459 -1.763
H -0.794 1.025 -1.578
```

The LUMO energy comes out at 0.63 eV. For the HOMO energy, the calculation gives -9.352 eV. As for the charge: 0.

=====

--- R ---
Formula: C4H8O
Source: the OMol25 dataset
Level of theory: ωB97M-V/def2-TZVPD

Structure (XYZ):
```
13
Properties=species:S:1:pos:R:3
O 1.658 -1.984 -0.769
C -0.580 -0.274 -0.047
C 0.873 0.141 0.003
C -1.544 0.716 0.648
C 1.747 -0.786 -0.812
H -1.639 0.575 1.722
H -1.174 1.731 0.476
H 1.251 -0.021 1.024
H -0.732 -1.284 0.332
H -2.540 0.582 0.243
H 2.517 -0.311 -1.459
H 1.052 1.186 -0.258
H -0.889 -0.270 -1.103
```

Its SMILES is CCCC=O. The LUMO energy comes out at 1.02 eV. For the HOMO energy, the calculation gives -9.779 eV. As for the charge: 0.

=====

--- S ---
Formula: C4H8O
Source: the OMol25 dataset
Level of theory: ωB97M-V/def2-TZVPD

Structure (XYZ):
```
13
Properties=species:S:1:pos:R:3
O -0.710 0.343 -1.517
C 1.243 -0.458 -0.349
C 0.915 0.872 0.286
C -1.214 -0.638 0.649
C -0.181 -0.003 -0.257
H -1.034 1.250 -1.469
H -2.046 0.056 0.826
H -1.628 -1.528 0.165
H 1.647 -0.432 -1.359
H -0.809 -0.927 1.626
H 1.625 -1.257 0.279
H 1.169 1.785 -0.247
H 1.023 0.938 1.366
```

Its SMILES is CC1(O)CC1. The LUMO energy comes out at 1.03 eV. For the HOMO energy, the calculation gives -10.029 eV. As for the charge: 0.

=====

Stability, lowest: Q

=====

--- P ---
Formula: C4H8O
Source: the OMol25 dataset
Level of theory: ωB97M-V/def2-TZVPD

Structure (XYZ):
```
13
Properties=species:S:1:pos:R:3
O -0.177 -1.283 -0.088
C -1.700 0.595 0.192
C 1.456 0.394 -0.374
C -1.367 -0.668 -0.236
C 0.857 -0.485 0.561
H 1.765 -0.237 -1.238
H 2.195 1.069 0.037
H -2.707 1.082 -0.028
H 0.483 -0.084 1.478
H -2.044 -1.246 -0.839
H -0.963 1.154 0.704
H 1.524 -1.352 0.786
H 0.676 1.061 -0.957
```

Its SMILES is C=COCC. The LUMO energy comes out at 1.12 eV. For the HOMO energy, the calculation gives -8.705 eV. As for the charge: 0.

=====

--- Q ---
Formula: C4H8O
Source: the OMol25 dataset
Level of theory: ωB97M-V/def2-TZVPD

Structure (XYZ):
```
13
Properties=species:S:1:pos:R:3
O -0.774 -0.651 1.594
C -0.148 -1.533 -1.790
C -0.063 1.603 -0.012
C -0.050 0.224 2.018
C 0.413 1.385 1.214
H -0.800 0.925 -0.436
H -1.201 -1.474 -2.080
H 0.260 2.448 -0.615
H 0.249 -2.510 -2.076
H 0.309 0.195 3.068
H 0.418 -0.745 -2.295
H -0.072 -1.410 -0.706
H 1.143 2.052 1.671
```

Its SMILES is C=CC=O.C. The LUMO energy comes out at 0.02 eV. For the HOMO energy, the calculation gives -10.100 eV. As for the charge: 0.

=====

Stability, lowest: P

=====

--- P ---
Formula: C4H8O
Source: the OMol25 dataset
Level of theory: ωB97M-V/def2-TZVPD

Structure (XYZ):
```
13
Properties=species:S:1:pos:R:3
O -0.168 0.368 -1.710
C 0.166 0.044 0.060
C -0.919 0.667 0.837
C 1.569 0.123 -0.055
C -0.895 -0.837 0.596
H -1.675 1.239 0.310
H 2.136 -0.805 -0.007
H 2.056 1.005 0.355
H -0.328 -0.489 -2.143
H -1.654 -1.240 -0.068
H -0.611 -1.496 1.412
H -0.656 1.042 1.823
H 0.979 0.379 -1.411
```

The LUMO energy comes out at 0.98 eV. For the HOMO energy, the calculation gives -8.233 eV. As for the charge: 0.

=====

--- Q ---
Formula: C4H8O
Source: the OMol25 dataset
Level of theory: ωB97M-V/def2-TZVPD

Structure (XYZ):
```
13
Properties=species:S:1:pos:R:3
O 1.544 -0.834 1.839
C 0.268 0.116 1.720
C -0.732 -0.046 -1.932
C -0.027 0.553 0.329
C -0.466 -0.418 -0.499
H -0.348 -1.407 -0.034
H 0.751 0.970 2.232
H 1.774 -0.728 0.908
H -0.436 -0.273 2.436
H 0.212 0.344 -2.360
H 0.124 1.598 0.028
H -1.247 -0.698 -2.619
H -1.416 0.824 -2.049
```

Its SMILES is C/C=C/CO. The LUMO energy comes out at 0.91 eV. For the HOMO energy, the calculation gives -9.612 eV. As for the charge: 0.

=====

Stability, lowest: P